# 1
The following is a DFT calculation (ωB97M-V with the def2-TZVPD basis set) of a single C6H12 molecule at a distorted geometry.

**Relative energy (zero: lowest compared OMol25 entry of this formula, charge and spin)**: 33.99 kcal/mol
**Total charge**: 0
**HOMO energy**: -10.211 eV

Last column: Löwdin charge in e.
Geometry (Å):
C -1.628 1.333 -0.442  -0.091
H -2.345 1.169 -1.271  0.081
H 1.621 -1.434 -1.041  0.080
H -0.065 0.951 1.776  0.091
H 0.661 -2.688 -0.222  0.095
H -2.145 1.028 0.473  0.074
H -1.349 -1.328 -0.222  0.119
H 1.299 1.630 0.839  0.096
C 0.817 -1.584 -0.316  -0.118
C 0.637 0.751 0.952  -0.143
H 0.387 0.959 -1.256  0.129
H -0.710 -0.664 -1.764  0.118
C -0.465 -0.881 -0.707  -0.255
C -0.284 0.593 -0.459  -0.376
H 1.151 -1.148 1.997  0.077
H -1.435 2.403 -0.401  0.069
H 2.473 -0.493 0.988  0.081
C 1.379 -0.598 1.077  -0.124

---

# 2
The following is a DFT calculation (ωB97M-V with the def2-TZVPD basis set) of a single C6H12 molecule at a distorted geometry.

**Relative energy (zero: lowest compared OMol25 entry of this formula, charge and spin)**: 27.01 kcal/mol
**Total charge**: 0
**HOMO energy**: -10.302 eV

Last column: Löwdin charge in e.
Geometry (Å):
H 2.278 -1.465 0.571  0.069
H -1.435 0.057 1.535  0.072
H 1.792 0.027 -1.454  0.126
H -2.503 1.279 0.838  0.077
H 0.314 2.182 -0.791  0.109
H 1.289 -0.431 1.588  0.074
C 1.093 -0.037 -0.609  -0.329
C 0.191 1.195 -0.330  -0.132
H -2.819 -0.435 0.539  0.074
H -0.315 -1.208 -1.911  0.104
H -1.714 0.673 -1.446  0.129
C -2.022 0.311 0.645  -0.084
C -1.107 0.381 -0.576  -0.344
H 0.368 1.288 0.733  0.083
H 2.744 0.216 0.867  0.076
C -0.208 -0.852 -0.880  -0.122
C 1.889 -0.447 0.660  -0.087
H -0.343 -1.698 -0.200  0.106

---

# 3
The following is a DFT calculation (ωB97M-V with the def2-TZVPD basis set) of a single C6H12 molecule at a distorted geometry.

**Relative energy (zero: lowest compared OMol25 entry of this formula, charge and spin)**: 32.74 kcal/mol
**Total charge**: 0
**HOMO energy**: -9.768 eV

Last column: Löwdin charge in e.
Geometry (Å):
H -0.111 -2.422 0.601  0.118
C 0.652 -1.127 -0.777  -0.120
H -1.427 1.799 0.513  0.077
C 1.367 1.342 -0.206  -0.078
H 0.719 1.750 -0.991  0.072
H 1.571 -0.400 1.034  0.136
H 1.504 -1.793 -0.995  0.099
H 1.391 2.067 0.617  0.078
C -1.601 0.766 0.195  -0.077
H -2.616 0.486 0.503  0.080
H 2.381 1.273 -0.618  0.076
H -1.577 0.746 -0.902  0.083
C -0.655 -1.526 0.164  -0.133
H -1.545 -1.863 -0.361  0.095
C 0.883 -0.019 0.266  -0.360
C -0.570 -0.180 0.800  -0.365
H -0.649 -0.154 1.890  0.131
H 0.283 -0.746 -1.733  0.091

---

# 4
The following is a DFT calculation (ωB97M-V with the def2-TZVPD basis set) of a single C6H12 molecule at a distorted geometry.

**Relative energy (zero: lowest compared OMol25 entry of this formula, charge and spin)**: 41.85 kcal/mol
**Total charge**: 0
**HOMO energy**: -9.797 eV

Last column: Löwdin charge in e.
Geometry (Å):
H 0.119 -3.047 0.597  0.082
H 1.384 -0.068 -0.038  0.129
H 0.463 3.048 0.205  0.091
H -0.208 -0.319 1.945  0.102
H 1.149 2.368 -1.292  0.050
C 0.260 2.491 -0.750  -0.090
H -0.111 -2.720 2.350  0.075
C 0.296 -0.074 -0.108  -0.231
C 0.370 -2.327 1.416  -0.136
H -1.435 -1.220 0.885  0.133
H 1.380 -2.250 1.763  0.052
H -1.236 -0.558 -1.751  0.099
C -0.419 1.173 -0.601  -0.345
H 0.340 -0.035 -2.443  0.093
C -0.299 0.005 -1.554  -0.095
H -1.513 1.262 -0.313  0.149
C -0.297 -0.990 1.055  -0.236
H -0.240 3.263 -1.365  0.078

---

# 5
The following is a DFT calculation (ωB97M-V with the def2-TZVPD basis set) of a single C6H12 molecule at a distorted geometry.

**Relative energy (zero: lowest compared OMol25 entry of this formula, charge and spin)**: 34.69 kcal/mol
**Total charge**: 0
**HOMO energy**: -8.676 eV

Last column: Löwdin charge in e.
Geometry (Å):
H -1.501 -1.809 -0.937  0.113
C -0.120 0.037 -0.310  -0.304
H -1.960 -0.793 0.232  0.093
H 0.754 2.737 -0.943  0.084
C -0.298 -2.206 0.778  -0.106
H -1.706 1.297 -0.040  0.098
C 1.387 -0.090 -0.570  -0.048
C 0.177 2.511 -0.036  -0.121
H 0.812 2.444 0.863  0.085
H 0.466 -2.664 0.169  0.062
H 1.900 0.705 -0.033  0.064
C -0.628 1.282 -0.190  -0.148
C -1.009 -1.176 -0.162  -0.230
H -0.036 -1.637 1.676  0.082
H -1.073 -2.896 1.115  0.066
H 1.573 -0.083 -1.650  0.090
H -0.496 3.348 0.159  0.067
H 1.759 -1.010 -0.121  0.057

---

# 6
The following is a DFT calculation (ωB97M-V with the def2-TZVPD basis set) of 2 unconnected molecules or ions with the total composition C6H12 at a distorted geometry.

**Relative energy (zero: lowest compared OMol25 entry of this formula, charge and spin)**: 48.89 kcal/mol
**Total charge**: 0
**HOMO energy**: -9.511 eV

Last column: Löwdin charge in e.
Geometry (Å):
H 0.936 -2.810 1.266  0.054
H -0.545 -3.186 0.260  0.046
H 1.399 0.667 -1.369  0.065
C 1.979 0.318 -0.517  -0.110
C 0.139 -1.200 0.193  -0.226
H 2.596 -0.520 -0.841  0.073
H -0.961 2.451 -0.920  0.055
C -1.502 1.911 -0.158  -0.091
C 1.045 -0.104 0.618  -0.278
H -2.954 0.444 0.271  0.058
H 0.387 0.776 0.865  0.086
H 2.631 1.128 -0.192  0.067
C -2.307 0.898 -0.466  -0.089
H 1.631 -0.409 1.492  0.108
C 0.170 -2.452 0.594  -0.003
H -2.448 0.574 -1.487  0.055
H -0.703 -0.833 -0.438  0.077
H -1.492 2.348 0.829  0.054

---

Please write out number 3 again, unchanged.
The following is a DFT calculation (ωB97M-V with the def2-TZVPD basis set) of a single C6H12 molecule at a distorted geometry.

**Relative energy (zero: lowest compared OMol25 entry of this formula, charge and spin)**: 32.74 kcal/mol
**Total charge**: 0
**HOMO energy**: -9.768 eV

Last column: Löwdin charge in e.
Geometry (Å):
H -0.111 -2.422 0.601  0.118
C 0.652 -1.127 -0.777  -0.120
H -1.427 1.799 0.513  0.077
C 1.367 1.342 -0.206  -0.078
H 0.719 1.750 -0.991  0.072
H 1.571 -0.400 1.034  0.136
H 1.504 -1.793 -0.995  0.099
H 1.391 2.067 0.617  0.078
C -1.601 0.766 0.195  -0.077
H -2.616 0.486 0.503  0.080
H 2.381 1.273 -0.618  0.076
H -1.577 0.746 -0.902  0.083
C -0.655 -1.526 0.164  -0.133
H -1.545 -1.863 -0.361  0.095
C 0.883 -0.019 0.266  -0.360
C -0.570 -0.180 0.800  -0.365
H -0.649 -0.154 1.890  0.131
H 0.283 -0.746 -1.733  0.091